Entry 1:
Formula: CH7NO3
Source: the OMol25 dataset
Level of theory: ωB97M-V/def2-TZVPD

## Properties
Frontier orbital gap ... 10.098 eV
E_tot ... -8779.025 eV
SMILES ... C=O.OO.N
HOMO ... -9.2745 eV
Charge ... 0

```
12
Properties=species:S:1:pos:R:3:nbo_charge:R:1
C 1.7257 0.2250 0.0519 0.251
O 1.6746 -0.8589 -0.5157 -0.530
H 1.7385 1.1579 -0.5368 0.130
H 2.0759 0.3104 1.0893 0.129
O -0.6730 0.9155 1.0186 -0.523
O -1.2413 1.8010 0.0555 -0.479
H -0.2818 0.0951 0.4442 0.490
H -1.4307 2.5836 0.5908 0.462
N -0.8173 -1.3735 -0.4380 -1.077
H -0.6175 -1.2255 -1.4204 0.386
H -0.3223 -2.1734 -0.0615 0.385
H -1.8308 -1.4572 -0.2779 0.376
```

Entry 2:
Formula: CH7NOS
Source: the OMol25 dataset
Level of theory: ωB97M-V/def2-TZVPD

## Properties
Frontier orbital gap ... 10.430 eV
E_tot ... -15522.862 eV
SMILES ... NCO.S
HOMO ... -9.6173 eV
Charge ... 0

```
11
Properties=species:S:1:pos:R:3:nbo_charge:R:1
N -0.5810 0.2307 0.9507 -0.861
C -0.7537 0.2059 -0.5043 0.087
O -2.0703 0.5172 -0.9127 -0.726
H -1.5116 0.3121 1.3534 0.366
H -0.1318 1.1036 1.2061 0.360
H -0.4825 -0.7767 -0.8876 0.141
H -0.0836 0.9422 -0.9600 0.165
H -2.5888 -0.2879 -0.9712 0.470
S 3.1054 -0.4576 0.6601 -0.299
H 3.2612 -0.8980 -0.5984 0.139
H 1.8367 -0.8915 0.6639 0.157
```

Entry 3:
Formula: CH7NOS
Source: the OMol25 dataset
Level of theory: ωB97M-V/def2-TZVPD

## Properties
Frontier orbital gap ... 10.408 eV
E_tot ... -15522.962 eV
SMILES ... NCO.S
HOMO ... -9.6515 eV
Charge ... 0

```
11
Properties=species:S:1:pos:R:3:nbo_charge:R:1
N -2.5056 -0.3137 1.1046 -0.845
C -1.4353 0.0575 0.2321 0.073
O -1.5819 -0.3540 -1.1188 -0.732
H -3.4277 -0.1117 0.7517 0.366
H -2.4346 -1.2766 1.3727 0.353
H -1.3517 1.1377 0.1751 0.162
H -0.5082 -0.2857 0.6934 0.162
H -1.3373 -1.2720 -1.1873 0.460
S 2.6785 0.3027 -0.0289 -0.290
H 2.4711 1.6122 -0.2257 0.146
H 2.1721 0.0041 -1.2310 0.146
```

Entry 4:
Formula: CH7NS2
Source: the OMol25 dataset
Level of theory: ωB97M-V/def2-TZVPD

## Properties
Frontier orbital gap ... 8.696 eV
E_tot ... -24310.270 eV
SMILES ... CSS.N
HOMO ... -8.3063 eV
Charge ... 0

```
11
Properties=species:S:1:pos:R:3:nbo_charge:R:1
C -0.6898 0.0710 -0.9565 -0.706
S -1.0201 -0.0250 0.9219 0.025
S -2.9809 -0.7550 0.9378 -0.144
H 0.2801 -0.3529 -1.1701 0.227
H -1.4383 -0.5692 -1.4789 0.234
H -0.7864 1.0532 -1.3292 0.220
H -3.0158 -0.8738 2.2735 0.144
N 2.5276 0.5555 0.1269 -1.097
H 1.4737 0.6425 -0.0935 0.366
H 2.5477 0.2707 1.1679 0.366
H 3.1021 -0.0170 -0.3998 0.365
```

Entry 5:
Formula: CH7NSi
Source: the OMol25 dataset
Level of theory: ωB97M-V/def2-TZVPD

## Properties
Frontier orbital gap ... 9.465 eV
E_tot ... -10515.803 eV
SMILES ... N=[SiH2].C
HOMO ... -9.5859 eV
Charge ... 0

```
10
Properties=species:S:1:pos:R:3:nbo_charge:R:1
N 1.4965 0.2872 -0.1163 -1.358
Si 3.1017 -0.0214 -0.0405 1.356
H 0.6918 -0.1852 0.4813 0.418
H 3.9572 -1.1982 0.2634 -0.219
H 4.2218 0.9701 -0.3129 -0.197
C -2.1649 -0.3398 0.1091 -0.872
H -2.6418 -0.7365 1.0031 0.224
H -1.3704 -0.8587 -0.3271 0.212
H -1.6836 0.5614 0.5975 0.211
H -2.6845 0.1033 -0.7301 0.225
```

Entry 6:
Formula: CH7O5
Source: the OMol25 dataset
Level of theory: ωB97M-V/def2-TZVPD

## Properties
Frontier orbital gap ... 9.156 eV
E_tot ... -11389.659 eV
HOMO ... -5.3914 eV
Charge ... -1

```
13
Properties=species:S:1:pos:R:3:nbo_charge:R:1
O -0.6231 1.2114 1.6429 -0.789
C 0.1850 1.3293 0.6287 0.667
O 0.5278 0.5409 -0.2995 -0.820
H 0.8447 2.2273 0.7256 0.027
H 1.8056 0.0489 -1.2666 0.510
H 2.6490 -1.1368 -1.8003 0.442
O 2.7196 -0.1721 -1.5811 -0.985
H -0.6452 -0.6713 -1.4851 0.493
H -0.1005 -1.6413 -2.2243 0.443
O -0.9570 -1.3744 -2.0184 -0.947
H -1.8739 0.0876 1.8480 0.506
H -2.2135 0.1006 3.3597 0.439
O -2.3186 -0.5501 2.4703 -0.987
```

Entry 7:
Formula: CH7O5
Source: the OMol25 dataset
Level of theory: ωB97M-V/def2-TZVPD

## Properties
Frontier orbital gap ... 8.149 eV
E_tot ... -11390.108 eV
HOMO ... -4.6783 eV
Charge ... -1

```
13
Properties=species:S:1:pos:R:3:nbo_charge:R:1
O 1.3878 0.8051 -1.8804 -0.803
C 1.9987 -0.1811 -1.4044 0.630
O 1.5600 -1.1185 -0.7145 -0.790
H 3.0646 -0.2226 -1.7176 0.004
H 0.7043 1.4344 2.7167 0.478
H 1.2737 2.9042 2.7969 0.468
O 1.4777 1.9470 2.8704 -0.946
H -0.5518 -0.6473 -0.1032 0.487
H -0.4187 0.2444 -1.3429 0.520
O -1.0846 -0.1951 -0.7576 -1.031
H -2.7492 -1.0721 -0.4835 0.508
H -3.1535 -2.2525 0.3407 0.450
O -3.5091 -1.6460 -0.3206 -0.974
```

Entry 8:
Formula: CH7O5
Source: the OMol25 dataset
Level of theory: ωB97M-V/def2-TZVPD

## Properties
Frontier orbital gap ... 9.396 eV
E_tot ... -11390.645 eV
HOMO ... -5.4308 eV
Charge ... -1

```
13
Properties=species:S:1:pos:R:3:nbo_charge:R:1
O -0.0225 0.8706 -0.3007 -0.809
C 0.8923 0.5843 0.5031 0.652
O 1.2527 -0.5456 0.8816 -0.801
H 1.4599 1.4639 0.8893 0.017
H 1.9990 -2.9175 2.2157 0.456
H 1.5288 -1.5014 2.4134 0.513
O 1.8217 -2.2843 2.9259 -0.991
H -2.0004 -1.5297 -0.1859 0.456
H -1.2363 -0.3828 -0.8151 0.509
O -1.9803 -0.9991 -0.9864 -1.001
H -2.3963 2.0260 -2.5885 0.469
H -0.9636 2.2606 -2.3154 0.494
O -1.6625 2.5558 -2.9230 -0.963
```

Entry 9:
Formula: CH8BaO7
Source: the OMol25 dataset
Level of theory: ωB97M-V/def2-TZVPD

## Properties
Frontier orbital gap ... 5.919 eV
E_tot ... -16179.306 eV
HOMO ... -6.6508 eV
Charge ... 0

```
17
Properties=species:S:1:pos:R:3:lowdin_charge:R:1
Ba -0.2745 0.3812 -0.0315 2.544
C 1.5744 0.1206 1.5862 -1.105
O 1.5002 -0.8555 0.8319 -0.136
O 0.5871 0.8436 1.7355 -0.345
O 2.6331 0.3318 2.1585 0.012
O 1.3125 0.7092 -1.0425 -0.391
H 1.7868 1.4859 -0.7458 0.102
H 1.9128 0.2796 -1.6518 0.111
O -1.9710 0.9619 0.6388 -0.405
H -2.3557 0.4511 1.3511 0.096
H -2.1048 1.8736 0.8978 0.096
O -1.9267 -0.3247 -1.2119 -0.288
H -2.7735 -0.3362 -0.7657 0.060
H -1.8634 -1.1839 -1.6290 0.073
O 0.4982 -1.2934 -0.9226 -0.353
H 1.2008 -1.2236 -0.2763 -0.156
H 0.2636 -2.2214 -0.9228 0.085
```

Entry 10:
Formula: CH8ClN3OP4
Source: the OMol25 dataset
Level of theory: ωB97M-V/def2-TZVPD

## Properties
Frontier orbital gap ... 7.738 eV
E_tot ... -57360.874 eV
HOMO ... -7.9294 eV
Charge ... 0

```
18
Properties=species:S:1:pos:R:3:nbo_charge:R:1
C -1.9223 -0.9414 -1.0866 -0.241
N 1.6603 1.6173 -1.0868 -1.314
N 1.9753 0.3059 0.9537 -1.251
N -0.3805 -1.1374 1.9769 -1.336
O -2.3145 -1.0282 0.2920 -0.804
P 1.0000 0.4226 -0.3264 1.248
P 1.1667 2.0544 -2.6310 0.483
P -1.6768 0.0467 1.4181 1.056
P 1.0734 -0.7174 2.6674 1.194
Cl 1.9501 -2.3652 2.1101 -0.264
H -1.0937 -1.4856 -1.3514 0.182
H -1.7608 0.0533 -1.3609 0.180
H -2.6086 -1.2336 -1.8017 0.190
H 2.6957 0.9236 1.2737 0.404
H -0.6494 -2.1259 1.7260 0.444
H 0.9652 3.3942 -2.2031 -0.056
H 2.5206 2.4481 -3.1120 -0.049
H -2.6008 -0.2315 2.5422 -0.068
```

Entry 11:
Formula: CH8N2O
Source: the OMol25 dataset
Level of theory: ωB97M-V/def2-TZVPD

## Properties
Frontier orbital gap ... 9.894 eV
E_tot ... -6192.837 eV
SMILES ... NCN.O
HOMO ... -8.9463 eV
Charge ... 0

```
12
Properties=species:S:1:pos:R:3:nbo_charge:R:1
N -0.4289 2.1551 -1.0463 -0.958
C 0.0872 1.0959 0.1133 -0.046
N -0.1746 -0.3110 -0.3878 -0.882
H -1.5045 2.2465 -1.2220 0.382
H 0.2167 2.2118 -1.9100 0.376
H -0.5532 1.3442 1.0881 0.201
H 1.1641 1.3876 0.3502 0.208
H 0.6180 -0.6901 -1.1022 0.361
H -0.9452 -0.2072 -1.0662 0.370
O 0.5352 -2.5269 1.3957 -0.973
H 0.2925 -3.4886 1.3972 0.466
H 0.1313 -2.0726 0.6585 0.494
```

Entry 12:
Formula: CH8N2O2Si2
Source: the OMol25 dataset
Level of theory: ωB97M-V/def2-TZVPD

## Properties
Frontier orbital gap ... 9.444 eV
E_tot ... -23997.262 eV
HOMO ... -9.2732 eV
Charge ... 0

```
15
Properties=species:S:1:pos:R:3:nbo_charge:R:1
C -0.3412 -1.4548 -0.0150 0.789
N -0.9136 -2.6822 -0.3227 -0.865
N -1.2436 -0.4694 -0.3245 -1.105
O 0.7490 -1.3216 0.4928 -0.633
O -2.0919 1.5412 -1.3620 -1.134
Si 2.3748 1.6809 0.9050 0.517
Si -1.0165 1.2710 -0.1025 1.286
H -1.5644 -2.7244 -1.1285 0.384
H -0.3352 -3.4904 -0.1154 0.403
H -2.0905 -0.9106 -0.7494 0.404
H -2.6270 2.3378 -1.2824 0.494
H 3.8388 1.5368 1.0863 -0.138
H 1.7117 2.3436 -0.1825 -0.161
H 1.8976 0.2195 1.0594 -0.080
H 1.6519 2.1225 2.0413 -0.162
```

Entry 13:
Formula: CH8N2OSi
Source: the OMol25 dataset
Level of theory: ωB97M-V/def2-TZVPD

## Properties
Frontier orbital gap ... 9.362 eV
E_tot ... -14073.192 eV
HOMO ... -8.8524 eV
Charge ... 0

```
13
Properties=species:S:1:pos:R:3:nbo_charge:R:1
C -1.5094 0.1639 -0.8428 -1.154
N 1.4795 -0.2092 -1.1056 -1.304
N 0.6118 1.3487 1.0487 -1.313
O 0.2688 -1.9364 1.3502 -1.118
Si 0.1888 0.0819 -0.0259 2.059
H -1.3973 0.3597 -1.9052 0.254
H -2.0508 -0.7691 -0.7301 0.268
H -2.1154 0.9578 -0.4176 0.249
H 1.3946 -1.0108 -1.7157 0.404
H 2.4161 -0.1766 -0.7300 0.406
H -0.1035 1.9326 1.4528 0.404
H 1.3308 1.1443 1.7280 0.413
H -0.5140 -1.8870 1.8933 0.432
```

Entry 14:
Formula: CH8N2S
Source: the OMol25 dataset
Level of theory: ωB97M-V/def2-TZVPD

## Properties
Frontier orbital gap ... 9.458 eV
E_tot ... -14981.658 eV
SMILES ... NCN.S
HOMO ... -8.7121 eV
Charge ... 0

```
12
Properties=species:S:1:pos:R:3:nbo_charge:R:1
N -1.7677 -1.9647 -0.3257 -0.853
C -0.6065 -1.4533 0.3819 -0.049
N 0.6479 -1.9590 -0.0770 -0.882
H -1.5511 -2.8344 -0.7511 0.362
H -2.1501 -1.3079 -0.9965 0.358
H -0.6598 -0.3526 0.2846 0.147
H -0.6953 -1.5993 1.4619 0.168
H 0.9755 -1.5619 -0.9487 0.369
H 1.3194 -2.2862 0.5721 0.379
S 0.9468 5.2925 -0.1476 -0.286
H 2.2284 5.7155 -0.1518 0.144
H 1.3125 4.3114 0.6979 0.142
```

Entry 15:
Formula: CH8N2S
Source: the OMol25 dataset
Level of theory: ωB97M-V/def2-TZVPD

## Properties
Frontier orbital gap ... 9.657 eV
E_tot ... -14981.487 eV
SMILES ... NCN.S
HOMO ... -8.9944 eV
Charge ... 0

```
12
Properties=species:S:1:pos:R:3:nbo_charge:R:1
N -0.2690 1.5971 -0.5397 -0.836
C 0.4405 0.3939 -0.9573 -0.069
N 1.6552 0.0836 -0.2004 -0.848
H 0.3029 2.3863 -0.8162 0.347
H -0.3728 1.5744 0.4674 0.349
H 0.7599 0.5195 -1.9938 0.168
H -0.3695 -0.3412 -0.9731 0.187
H 1.2976 -0.5635 0.5139 0.345
H 2.0026 0.8369 0.3779 0.355
S -2.1166 -1.6612 1.5147 -0.314
H -2.2512 -2.5714 0.4379 0.167
H -1.0796 -2.2544 2.1685 0.150
```

Entry 16:
Formula: CH8N2S2
Source: the OMol25 dataset
Level of theory: ωB97M-V/def2-TZVPD

## Properties
Frontier orbital gap ... 7.366 eV
E_tot ... -25814.871 eV
SMILES ... NCN.SS
HOMO ... -8.8881 eV
Charge ... 0

```
13
Properties=species:S:1:pos:R:3:nbo_charge:R:1
N -0.9500 -0.4217 -1.4154 -0.828
C 0.4069 -1.0352 -1.3007 -0.059
N 1.0996 -1.1330 -0.0596 -0.877
H -0.6970 0.5773 -1.3570 0.349
H -1.5318 -0.7213 -0.6367 0.355
H 0.9625 -0.4607 -2.0695 0.153
H 0.3691 -2.0043 -1.8252 0.170
H 1.3546 -2.0409 0.3097 0.370
H 0.7343 -0.6272 0.7380 0.359
S -0.6643 2.8701 0.8469 -0.031
S -0.3926 1.2323 2.2267 -0.305
H -1.0543 3.5656 1.9479 0.156
H 0.3629 0.1991 2.5949 0.188
```

Entry 17:
Formula: CH8N3
Source: the OMol25 dataset
Level of theory: ωB97M-V/def2-TZVPD

## Properties
Frontier orbital gap ... 11.019 eV
E_tot ... -5630.926 eV
HOMO ... -15.1138 eV
Charge ... +1

```
12
Properties=species:S:1:pos:R:3:nbo_charge:R:1
N 0.3860 1.6442 1.3574 -1.087
H -0.0654 2.5344 1.1820 0.390
H -0.2968 0.5449 0.1688 0.456
H 1.3479 1.6993 1.0320 0.383
H 0.4700 1.5167 2.3588 0.397
N 0.6966 -1.5434 -0.9092 -0.767
C -0.5914 -1.1463 -0.9369 0.419
N -1.0108 -0.1371 -0.2444 -0.691
H 1.1645 -1.8199 -0.0622 0.435
H 0.9797 -2.0380 -1.7238 0.419
H -1.1949 -1.5650 -1.7378 0.217
H -1.8854 0.3102 -0.4847 0.428
```

Entry 18:
Formula: CH8N3O
Source: the OMol25 dataset
Level of theory: ωB97M-V/def2-TZVPD

## Properties
Frontier orbital gap ... 10.607 eV
E_tot ... -7678.953 eV
HOMO ... -14.1270 eV
Charge ... +1

```
13
Properties=species:S:1:pos:R:3:nbo_charge:R:1
C -1.1276 -0.6682 -0.0551 0.665
N 0.1127 -0.6820 -0.5490 -0.763
N -1.3761 -0.9306 1.2047 -0.753
N -2.0771 -0.2602 -0.8333 -0.742
H 0.8365 -1.0004 0.1000 0.426
H 0.3270 -0.5794 -1.5440 0.435
H -0.6576 -1.3028 1.8307 0.439
H -2.2971 -0.6816 1.5738 0.431
H -2.9968 -0.1197 -0.4080 0.425
H -1.8991 0.0660 -1.7865 0.436
O 3.6048 1.9883 0.5349 -0.941
H 4.4325 2.4168 0.2194 0.483
H 3.1179 1.7538 -0.2874 0.459
```